Record 1
ORCA calculation (ωB97M-V/def2-TZVPD) on a structure of composition C34H27GaN3O4S.

Computed properties:
- gap between HOMO and LUMO (spin up / spin down) (eV) = 6.063 / 5.687
- E_HOMO (spin up / spin down) (eV) = -10.21 / -10.15

```
! wB97M-V def2-TZVPD RIJCOSX def2/J DEFGRID3
* xyz 1 1
Ga 0.9723 0.4027 -0.4109
O -4.8795 1.2020 2.9997
C -4.0219 2.3139 2.8053
C -2.7636 1.8479 2.1326
C -1.8756 2.7752 1.5898
C -0.7850 2.3107 0.9187
N -0.5133 0.9903 0.7799
C -1.3446 0.0785 1.3075
C -2.4825 0.5061 1.9972
C -1.0544 -1.3307 1.0591
C -1.7264 -2.3193 1.7418
C -1.4526 -3.6749 1.8391
C -2.4397 -4.5704 2.5525
O -3.0679 -5.4975 1.6607
C -0.2327 -4.2484 1.4290
C 0.7943 -3.6573 0.7755
N 0.8888 -2.4717 0.0772
H -5.6840 1.4918 3.4416
H -3.7516 2.7809 3.7520
H -4.4790 3.0823 2.1822
H -2.0477 3.8445 1.6670
H -0.0942 2.9952 0.4617
H -3.1989 -0.2010 2.3826
H -2.5489 -1.9872 2.3617
H -3.2447 -3.9734 2.9727
H -1.9410 -5.0865 3.3736
H -2.4297 -6.1616 1.3751
H -0.0110 -5.2479 1.7898
H 1.7343 -4.1882 0.7447
C 5.1802 0.1303 -0.4046
C 5.3908 -1.1286 -0.9448
C 4.3162 -1.9762 -1.1505
C 3.0233 -1.5827 -0.7895
C 2.7966 -0.3070 -0.2535
C 3.8911 0.5427 -0.0890
C 1.8840 -2.4703 -0.9782
C 1.7056 -3.4350 -1.9580
C 0.4472 -3.8760 -2.3040
C -0.8303 -3.1872 -2.0632
C -1.8752 -3.6073 -2.9111
C -3.0353 -2.8868 -3.1022
C -3.1761 -1.6654 -2.4626
C -2.2055 -1.2532 -1.5687
C -1.0801 -2.0278 -1.3020
N -0.2219 -1.5780 -0.1405
H 6.0151 0.8087 -0.2542
H 6.3933 -1.4480 -1.2075
H 4.4822 -2.9618 -1.5695
H 3.7674 1.5440 0.2910
H 2.5514 -3.7808 -2.5490
H 0.3907 -4.6842 -3.0263
H -1.7176 -4.5251 -3.4707
H -3.8040 -3.2524 -3.7774
H -4.0472 -1.0409 -2.6403
H -2.3490 -0.3165 -1.0470
O 2.9630 7.5176 0.9619
C 2.0080 7.3149 0.0275
O 1.3594 8.2326 -0.3718
C 1.8008 5.9126 -0.4664
C 1.2281 5.7508 -1.7235
C 0.9526 4.4886 -2.2228
C 1.2280 3.3498 -1.4604
S 0.7445 1.7968 -2.1695
C 1.8252 3.5197 -0.2124
C 2.1076 4.7883 0.2814
H 3.4771 6.7223 1.1027
H 0.9898 6.6407 -2.3023
H 0.5041 4.3776 -3.2105
H 2.0669 2.6738 0.4019
H 2.5329 4.8733 1.2781
*
```

These are the Löwdin partial charges, in e, on atoms 1 to 2: Ga 0.530; O -0.044



Record 2
ORCA calculation (ωB97M-V/def2-TZVPD) on a cluster of 2 separate species, C5H9Cl2N in total.

Computed properties:
- gap between HOMO and LUMO (spin up / spin down) (eV) = 8.304 / 8.303
- E_HOMO (spin up / spin down) (eV) = -8.44 / -8.44

```
! wB97M-V def2-TZVPD RIJCOSX def2/J DEFGRID3
* xyz 0 1
C -0.1075 1.7185 0.2010
C 1.9037 0.1779 0.6787
C -1.4193 -1.8304 -0.1033
C 0.4382 0.5176 0.6982
C -0.6441 -0.8186 -0.8635
N 0.5902 2.4786 -0.5294
Cl -1.8586 1.9124 0.4590
Cl 0.7024 -1.5921 -1.6561
H 2.1099 -0.9090 0.4109
H 2.3509 0.8826 -0.0836
H 2.2189 0.3713 1.6872
H -0.7923 -2.5186 0.5662
H -2.1211 -1.2600 0.4496
H -2.1663 -2.2791 -0.8060
H -0.2043 -0.0270 1.3522
H -1.2172 -0.1482 -1.5024
H 0.2165 3.3241 -0.9589
*
```

These are the Löwdin partial charges, in e, on atoms 1 to 2: C -0.839; C -0.109



Record 3
ORCA calculation (ωB97M-V/def2-TZVPD) on a cluster of 7 separate species, C30H73N7O4 in total.

Computed properties:
- ⟨S²⟩ = 0.75
- gap between HOMO and LUMO (spin up / spin down) (eV) = 1.739 / 8.151
- E_HOMO (spin up / spin down) (eV) = 0.41 / -6.07

```
! wB97M-V def2-TZVPD RIJCOSX def2/J DEFGRID3
* xyz -1 2
C 1.4385 -3.1296 -1.2404
C 1.3038 -4.1039 -0.0693
N 0.0153 -3.9832 0.6314
C -1.2039 -4.0002 -0.1551
C -1.4360 -5.3819 -0.8151
C 0.0341 -4.7436 1.8808
C -1.1476 -4.4210 2.8112
H 1.2501 -2.0899 -0.9728
H 0.7190 -3.5416 -1.9480
H 2.3741 -3.1967 -1.7956
H 1.5199 -5.1259 -0.3807
H 2.1680 -3.7876 0.5148
H -2.0786 -3.7119 0.4280
H -1.1817 -3.2115 -0.9071
H -0.4835 -5.6275 -1.2847
H -1.6701 -6.1228 -0.0507
H -2.1658 -5.3533 -1.6243
H 0.9407 -4.4190 2.3915
H 0.0816 -5.8274 1.7748
H -1.0034 -4.8352 3.8090
H -2.0154 -4.8322 2.2954
H -1.3430 -3.3524 2.9002
C 2.6472 -0.3144 -3.2472
C 2.1966 0.9237 -4.0850
N 0.7851 0.8130 -4.3550
C 0.2233 2.0451 -4.8397
C 0.3932 3.1599 -3.7906
C 0.5158 -0.2390 -5.3628
C -0.9206 -0.7986 -5.2226
H 2.5875 -0.1133 -2.1775
H 3.6692 -0.5807 -3.5167
H 2.0655 -1.2225 -3.4051
H 2.5553 1.8038 -3.5511
H 2.7479 1.0534 -5.0163
H 0.6155 2.3101 -5.8215
H -0.8436 1.9250 -5.0275
H 1.4395 3.4189 -3.6286
H -0.0097 4.1234 -4.1028
H 0.0307 2.8431 -2.8127
H 1.1983 -1.0879 -5.3239
H 0.6396 0.1686 -6.3662
H -1.1171 -1.4992 -6.0341
H -1.6737 -0.0121 -5.2709
H -0.9993 -1.3620 -4.2928
C -4.1359 0.6208 -2.9086
C -4.5853 -0.2292 -1.8079
N -4.3833 0.3752 -0.4932
C -4.5695 -0.4792 0.6694
C -3.5450 -1.6413 0.7234
C -4.9242 1.6935 -0.1863
C -6.4546 1.7092 -0.1117
H -3.0744 0.8458 -3.0121
H -4.6365 1.5836 -3.0108
H -4.4508 0.1144 -3.8211
H -5.6275 -0.5214 -1.9368
H -4.0339 -1.1657 -1.8919
H -4.3698 0.0621 1.5942
H -5.5832 -0.8782 0.6324
H -3.6146 -2.2858 -0.1529
H -2.5271 -1.2905 0.8929
H -3.8148 -2.2825 1.5625
H -4.6045 2.3072 -1.0286
H -4.4531 2.1802 0.6677
H -6.7541 2.7517 -0.0039
H -6.8346 1.0430 0.6628
H -6.9104 1.3058 -1.0159
C 0.4582 2.1027 0.4034
C -1.0266 1.7502 0.4077
O -1.7692 2.2817 1.2094
N -1.4692 0.8640 -0.4743
C -0.7568 0.0258 -1.4317
H 0.6652 3.0685 0.8643
H 0.9203 2.0167 -0.5800
H 0.9451 1.4147 1.0945
H -2.4700 0.7315 -0.5036
H -1.3061 -0.8920 -1.6416
H 0.2982 -0.1311 -1.2074
H -0.8065 0.6083 -2.3517
C 3.4237 4.0306 1.0883
C 4.8176 4.4443 1.5172
O 5.2030 5.5522 1.3012
N 5.5211 3.4978 2.1120
C 6.8565 3.6411 2.7161
H 3.2927 2.9618 0.9189
H 3.2292 4.5406 0.1448
H 2.7012 4.3558 1.8367
H 5.0232 2.6239 2.2036
H 7.4855 2.8202 2.3717
H 6.7995 3.5728 3.8025
H 7.3043 4.5913 2.4251
C 5.3719 0.1596 3.4743
C 3.9190 0.1984 3.0829
O 3.4040 1.3236 2.9907
N 3.3120 -0.9601 2.9030
C 2.0516 -1.0662 2.1714
H 5.6962 -0.8475 3.7362
H 5.5096 0.7492 4.3806
H 6.0476 0.6315 2.7609
H 3.9003 -1.7706 3.0336
H 2.1028 -0.8493 1.1044
H 1.2995 -0.3889 2.5759
H 1.6745 -2.0854 2.2569
C -2.2602 0.0893 3.7507
C -1.3012 0.9050 4.5861
O -1.1189 0.6796 5.7627
N -0.6182 1.8460 3.9776
C 0.5049 2.5384 4.5830
H -2.1888 -0.9334 4.1210
H -2.0563 0.0410 2.6811
H -3.2487 0.5375 3.8507
H -0.8221 2.0885 3.0186
H 0.9369 3.1734 3.8095
H 1.2938 1.8273 4.8283
H 0.2748 3.2602 5.3667
*
```

These are the Löwdin partial charges, in e, on atoms 1 to 2: C -0.132; C -0.315



In the order shown, the computed F_max values come out to 0.8, 4.4, 2.9 eV/Å.
In the order shown, the computed E values come out to -4099.7382, -1170.9533, -1871.0712 Eh.
In the order shown, the computed energy above the lowest of the compared OMol25 structures with the same formula, charge and spin values come out to 635.8, 220.0, 0.0 kJ/mol.